DFT (ωB97M-V/def2-TZVPD) results for a molecular structure, C17H34N2O2SeSi3Sn.

The geometry in XYZ format:
```
60
Properties=species:S:1:pos:R:3:forces:R:3:mulliken_charge:R:1
Sn 2.055811 -2.541249 -0.713878 0.1 0.1 -0.1 0.566
Se 3.274344 -4.338313 -1.940224 0.1 -0.1 -0.1 -0.955
Si 1.046558 2.245880 -1.897912 0.1 0.0 0.0 -0.083
Si -0.160540 1.406037 0.786699 0.0 -0.1 0.0 -0.924
Si -1.943892 1.446113 -1.676797 0.0 0.0 0.0 -0.001
O 2.998637 -2.473233 1.254768 0.0 0.0 0.1 -0.614
O 3.060927 -2.966839 3.427678 0.1 0.0 0.1 -0.715
N 0.902791 -4.532939 0.292493 0.0 -0.2 0.0 -0.428
N -0.967008 -1.325159 1.086802 -0.1 0.0 -0.1 0.036
C -1.040552 2.884024 1.637476 0.0 0.0 0.0 -1.360
C -2.182637 0.472390 -3.289883 0.0 0.0 0.0 -1.117
C -0.948202 -0.119081 1.680486 0.0 0.1 0.1 0.727
C -1.986331 -1.055318 3.659864 0.0 0.0 0.0 -0.581
C -2.027085 -2.282618 3.017811 0.0 0.0 0.0 -0.477
C -0.277925 1.426881 -0.996316 -0.2 0.2 0.0 1.614
C 2.956584 -3.291924 2.248532 0.0 0.0 0.0 0.582
C 1.569764 1.410411 1.552230 0.0 0.0 -0.1 -1.030
C 2.751359 1.431921 -1.783213 0.0 0.0 0.0 -0.864
C 2.716819 -4.766011 1.917170 -0.1 0.0 0.0 -0.583
C 1.344074 4.065026 -1.385398 0.0 0.0 0.0 -1.072
C -1.495568 -2.353070 1.740356 0.1 0.0 0.0 -0.590
C -3.265008 0.690459 -0.537680 0.0 0.0 0.0 -1.092
C -1.443377 0.022879 2.985437 -0.1 0.0 0.0 -0.422
C 0.764534 2.366745 -3.776649 0.0 0.0 0.0 -1.193
C -2.643304 3.183937 -2.070895 0.0 0.0 0.0 -1.128
C 1.230394 -5.006486 1.643298 0.1 0.0 0.0 -0.480
H 0.993521 -6.071549 1.754390 0.0 0.0 0.0 0.369
H -2.003970 -0.589051 -3.099787 0.0 0.0 0.0 0.265
H -2.623970 3.806013 -1.171304 0.0 0.0 0.0 0.288
H -1.485289 -3.303226 1.212995 0.0 0.0 0.0 0.426
H 3.059438 1.228299 -0.756475 0.0 0.0 0.0 0.291
H 2.123112 0.510327 1.275760 0.0 0.0 0.0 0.233
H -4.235196 0.706351 -1.045845 0.0 0.0 0.0 0.399
H 1.607530 4.131783 -0.325424 0.0 0.0 0.0 0.308
H -3.012027 -0.345196 -0.304620 0.0 0.0 0.0 0.202
H -0.135160 2.928987 -4.039640 0.0 0.0 0.0 0.288
H -2.371179 -0.942692 4.667716 0.0 0.0 0.0 0.366
H 1.480820 1.414963 2.642867 0.0 0.0 0.0 0.327
H 1.432491 -5.068859 -0.404623 0.0 0.0 0.0 0.247
H 3.035803 -5.350548 2.779850 -0.1 0.0 0.0 0.356
H -0.716986 3.797201 1.130134 0.0 0.0 0.0 0.291
H 0.680762 1.370442 -4.215851 0.0 0.0 0.0 0.289
H -0.082131 -4.634038 0.074879 0.0 0.1 0.1 0.137
H -0.802574 2.991683 2.700907 0.0 0.0 0.0 0.358
H 0.631411 -4.459057 2.376208 0.0 0.0 0.0 0.246
H -1.410203 0.993294 3.462224 0.0 0.0 0.0 0.280
H -1.491207 0.786435 -4.073395 0.0 0.0 0.0 0.294
H -3.203575 0.588645 -3.671013 0.0 0.0 0.0 0.318
H 3.285757 -5.066758 1.033409 0.0 0.1 0.0 0.293
H -3.375416 1.225175 0.410067 0.0 0.0 0.0 0.270
H -2.042898 3.690816 -2.831574 0.0 0.0 0.0 0.314
H 2.150431 4.531525 -1.962298 0.0 0.0 0.0 0.348
H -2.437727 -3.165276 3.492596 0.0 0.0 0.0 0.393
H 2.738138 0.474885 -2.310981 0.0 0.0 0.0 0.171
H 3.515836 2.062832 -2.250881 0.0 0.0 0.0 0.278
H -3.676462 3.134243 -2.434049 0.0 0.0 0.0 0.328
H 0.430192 4.649069 -1.531604 0.0 0.0 0.0 0.297
H -2.128710 2.822154 1.535763 0.0 0.0 0.0 0.336
H 2.156130 2.284480 1.256154 0.0 0.0 0.0 0.267
H 1.622141 2.866184 -4.238807 0.0 0.0 0.0 0.314
```
Positions in Å, forces in eV/Å.

Results
total charge: -2
HOMO energy: -1.19 eV
Kohn-Sham gap: 5.896 eV
electronic energy: -120071.92524 eV
ΔE to the lowest compared entry with this formula, charge and spin: 0.0 kcal per mole


DFT (ωB97M-V/def2-TZVPD) results for 2 unconnected molecules or ions with the total composition H2N3PS at a distorted geometry.

The geometry in XYZ format:
```
7
Properties=species:S:1:pos:R:3:forces:R:3:mulliken_charge:R:1
S -1.267256 -1.387871 0.388770 0.3 -0.7 -0.6 -0.124
P 3.343097 0.482302 -0.225773 1.0 -0.1 -0.6 0.218
N -1.232362 0.305861 0.154342 0.0 0.7 0.3 0.081
N -0.854370 0.867317 -0.859843 -0.4 1.3 0.6 -0.371
N 2.112402 0.646802 0.540629 -0.9 0.1 0.6 -0.206
H -0.527765 0.373903 -1.679310 0.2 -1.4 -0.3 0.220
H -1.573744 -1.288317 1.681186 -0.1 0.1 0.1 0.182
```
Positions in Å, forces in eV/Å.

Results
structure (SMILES): [H]/N=N\S.N#P
HOMO energy: -8.83 eV
Kohn-Sham gap: 8.664 eV
electronic energy: -24623.35533 eV
ΔE to the lowest compared entry with this formula, charge and spin: 12.3 kcal per mole


DFT (ωB97M-V/def2-TZVPD) results for a molecular structure, C12H25N2O3P2W at a distorted geometry.

The geometry in XYZ format:
```
45
Properties=species:S:1:pos:R:3:forces:R:3:mulliken_charge:R:1
W -0.059669 -0.622715 1.430076 -3.7 1.9 3.2 0.697
P -2.419173 0.009523 0.911059 1.0 -1.9 -0.6 0.855
P 2.152474 -0.202293 0.910877 2.2 -2.2 -2.2 0.758
O -0.056641 0.185768 5.745937 0.9 -1.3 -1.9 -0.500
O 2.750593 3.697770 -2.840078 -0.5 -1.2 0.1 -0.606
O -1.037259 2.877441 -1.489914 0.3 -0.1 0.4 -0.610
N -0.166909 -0.907236 -0.755192 0.0 0.7 -0.7 0.100
N 0.280308 -0.606843 3.484777 0.5 0.4 1.8 -0.669
C -2.583599 -1.052627 -0.559291 -1.7 0.1 -0.3 -1.401
C 2.230807 -0.686279 -0.896386 0.9 0.4 0.5 -1.397
C -3.481085 -0.742678 2.160900 -0.5 0.3 0.0 -1.265
C 0.886288 -1.191484 -2.875007 1.1 0.4 -0.7 -0.685
C -0.297018 -1.500599 -3.483068 -0.3 -0.3 0.2 -0.660
C 3.212774 -1.591962 1.382598 0.7 0.0 0.9 -1.497
C 0.169963 -0.260119 4.659748 -1.0 0.9 -0.9 0.718
C 0.926171 -0.847612 -1.551498 -0.5 -1.1 0.9 0.596
C -3.141644 1.562158 0.374669 0.0 0.5 0.2 -1.116
C -1.432973 -1.456706 -2.705717 -0.2 0.0 -0.3 -0.667
C 3.139531 1.258445 1.124749 0.3 0.9 0.4 -1.119
C -1.350274 -1.121467 -1.380336 0.0 -0.1 0.7 0.699
H -0.429193 3.089066 -0.767021 -0.2 0.1 -0.2 0.300
H -3.425083 -0.612605 -1.128249 0.4 -0.6 -0.3 0.475
H 2.559877 3.011326 -3.504063 0.3 0.6 -0.2 0.326
H 3.254219 -1.679910 2.468799 0.2 -0.1 0.0 0.390
H 2.880143 2.053150 0.422157 -0.1 -0.1 0.1 0.292
H 4.214279 -1.416288 0.976797 0.0 -0.1 0.1 0.488
H -2.491747 2.061180 -0.367016 -0.4 -0.3 0.4 0.194
H -0.465510 2.718982 -2.240648 0.1 0.1 -0.4 0.275
H -2.403115 -1.707153 -3.090120 -0.2 0.0 -0.3 0.521
H 1.841009 -1.216191 -3.402386 -0.4 0.0 0.0 0.493
H -0.440588 -2.297996 1.484364 -0.1 0.2 -0.5 -0.197
H -2.910372 -2.050296 -0.224849 0.2 0.2 0.0 0.385
H -4.517672 -0.449047 1.935455 0.2 -0.4 0.3 0.410
H 4.200474 1.014806 1.017111 -0.2 0.0 -0.1 0.391
H 2.830919 -2.526530 0.965570 -0.2 0.2 0.2 0.398
H -3.184480 -0.356703 3.147485 -0.2 -0.2 -0.3 0.373
H -3.347525 -1.834531 2.131763 -0.1 0.4 0.1 0.405
H -0.334536 -1.812105 -4.503112 0.0 -0.1 -0.5 0.480
H 2.829342 0.022565 -1.440707 0.4 0.5 -0.3 0.609
H 2.805805 -1.628923 -0.945403 -0.4 0.4 0.0 0.416
H -4.109433 1.313857 -0.092111 0.3 0.2 0.2 0.445
H -1.243048 0.445949 2.171549 0.7 0.1 0.4 -0.182
H 2.495434 3.203407 -2.045150 0.3 0.5 0.1 0.277
H 2.978886 1.638620 2.136835 0.1 0.0 -0.1 0.396
H -3.310767 2.214866 1.244043 0.0 -0.1 -0.3 0.402
```
Positions in Å, forces in eV/Å.

Results
2S+1: 3
total charge: +1
HOMO energy (spin up / spin down): -10.38 / -11.17 eV
Kohn-Sham gap (spin up / spin down): 6.209 / 7.092 eV
⟨S²⟩: 2.027
electronic energy: -42367.54676 eV